Here is a 8-piece molecular cluster, C18H52BN16O12P2 overall in a non-equilibrium geometry from OMol25. Energies are from ωB97M-V with the def2-TZVPD basis set.

Each line ends with the Löwdin charge.
Geometry (Å):
P 1.568872 2.396318 -0.079966  0.8638
P 0.063358 -0.051727 -0.903726  1.0891
O -5.857766 -7.658575 0.382815  0.0171
O 3.804601 6.497186 -0.305719  0.0182
O -2.502596 -5.170110 4.354789  0.0406
O 6.914799 6.751493 -1.978696  0.0238
O 2.614644 -0.380956 1.427491  -0.0575
O 0.352002 -0.823932 1.991109  0.0341
O -0.535152 1.268878 1.240111  -0.1024
O -4.850771 4.442198 -3.541078  0.0203
O 4.388950 -0.281272 2.618200  0.0457
O 2.594609 1.792153 -1.259166  -0.3523
O -1.929176 -4.278501 0.071409  0.0401
O 3.321599 -2.017896 -4.280259  0.0412
N 3.272023 -0.647528 2.641148  -0.0131
N 5.248066 -2.316403 -5.441501  0.1379
N 4.635031 -0.220153 -4.673482  0.1535
N 2.603866 3.002529 1.176250  -0.1741
N 7.569231 7.533762 -4.009405  0.1408
N 3.213323 7.393505 1.686066  0.1469
N -7.074471 -7.067162 -1.439325  0.1562
N -5.372303 5.377441 -1.542270  0.1430
N 5.287661 7.839158 0.768218  0.1550
N 5.327626 7.387552 -3.440620  0.1604
N -1.317602 -6.280378 5.935022  0.1395
N -8.099286 -7.438912 0.593284  0.1529
N -3.318314 5.762382 -2.517716  0.1492
N -3.208519 -5.273612 -1.508500  0.1410
N -1.250579 -6.947610 3.721064  0.1516
N -3.571550 -5.704868 0.731104  0.1681
C 6.626277 7.196778 -3.072601  -0.6832
C 0.411828 -0.934318 5.241364  -0.1159
C -2.285265 -0.543717 1.619360  -0.0807
C 0.650073 -2.439301 -2.065343  -0.1752
C -0.562973 1.074182 -2.222337  -0.4288
C 1.370249 -1.172550 -1.576550  -0.4069
C -1.131023 0.421551 3.718425  -0.1094
C -1.806420 1.850808 -1.778706  -0.1611
C 0.654900 0.939475 0.597356  -0.6792
C -1.743695 -6.070027 4.647811  -0.6832
C -2.838100 -5.031225 -0.203737  -0.6753
C -4.534122 5.145416 -2.600539  -0.6920
C 4.330142 -1.550970 -4.765245  -0.6790
C 4.087219 7.195428 0.651668  -0.6817
C -0.970717 -0.824101 4.591689  -0.2788
C -2.754437 -1.771032 1.794517  -0.0537
C 1.304555 0.121188 1.724559  -0.4174
C -6.938648 -7.405051 -0.122702  -0.6649
B -0.853579 0.053808 2.119614  -0.8117
H 3.395713 2.376190 1.324149  0.0165
H 3.418657 7.959697 2.486328  0.0864
H 6.087369 -1.949719 -5.846828  0.0826
H -6.240337 -7.033683 -1.994290  0.0953
H 5.052718 -3.296331 -5.522768  0.0961
H -4.327214 -6.332509 0.504561  0.0418
H -0.256651 -2.108935 -2.571668  0.0435
H 2.324925 6.928893 1.630318  0.1038
H 5.528575 8.429339 1.540662  0.0869
H -1.657105 -5.648551 6.635743  0.0981
H 0.637735 -0.017368 5.780938  0.0607
H -0.688462 -7.013009 6.200125  0.0824
H -2.695172 -4.794838 -2.224855  0.0948
H 1.928434 -0.773428 -2.421355  0.0425
H 5.047201 7.748392 -4.332131  0.0899
H 7.346113 7.898603 -4.915204  0.0860
H -3.818709 -1.945827 1.916300  0.0353
H -2.727340 1.375481 -2.090206  0.0636
H -8.030224 -7.679012 1.564929  0.1062
H -0.520869 1.251460 4.088262  0.0865
H -0.625420 -7.698456 3.940700  0.0858
H 5.949655 7.710493 0.020892  0.0751
H -0.844708 0.428975 -3.049163  0.0616
H -2.181881 0.693669 3.781858  0.0802
H -2.674883 5.608743 -3.271515  0.1011
H 3.004707 0.958211 -0.969290  0.0309
H 0.185988 1.761646 -2.615685  0.0427
H -1.728722 -0.808825 5.375244  0.0896
H -6.271369 4.934696 -1.565896  0.0979
H 0.381876 -1.756990 5.954512  0.0527
H -2.910037 0.154191 1.062065  0.0771
H -3.335016 -5.548325 1.697306  0.0839
H 4.622753 7.136616 -2.764079  0.0946
H -1.539867 -6.816586 2.768006  0.0914
H 0.308982 -3.056785 -1.244092  0.0557
H -1.875447 1.986010 -0.703591  0.0483
H -3.039626 6.343039 -1.750553  0.0902
H 3.983757 0.365536 -4.180420  0.1034
H -1.740763 2.844134 -2.210382  0.0479
H -3.953388 -5.890687 -1.764952  0.0635
H -8.998908 -7.232358 0.203903  0.0920
H 1.348022 0.805208 2.577760  0.1473
H 2.063239 -1.455481 -0.792754  0.0615
H 1.239659 -2.977106 -2.802290  0.0467
H 8.530705 7.398488 -3.759631  0.0967
H -2.062686 -2.597252 1.853118  0.0356
H 2.982020 3.875117 0.816922  -0.0109
H 1.148473 -1.161244 4.480310  0.0487
H -1.143048 -1.737042 4.026622  0.0901
H -5.130458 5.950309 -0.757016  0.0872
H -7.953121 -6.851441 -1.869656  0.0936
H 5.462044 0.190053 -5.062046  0.0867

Cartesian forces (eV/Å) of the 2 atoms listed first:
P -0.89 1.75 -0.22
P -1.22 -1.67 0.93

As for the LUMO energy: 0.070 Ha. The value obtained for the total energy is -87180.93919 eV. The calculation puts the HOMO-LUMO gap at 0.1897 Eh. The charge is -1.

=====

Here is a 7-piece molecular cluster, C17H42F18N4O3P3 overall in a non-equilibrium geometry from OMol25. Energies are from ωB97M-V with the def2-TZVPD basis set.

Each line ends with the Löwdin charge.
Geometry (Å):
P 5.338773 5.923092 23.892634  0.1763
P 7.617346 0.547566 16.174287  0.1457
P -3.029287 3.198989 19.618749  0.1013
F 5.542368 7.521228 23.402348  -0.2209
F -4.334999 2.596816 18.811433  -0.1912
F 5.042027 4.420718 24.310699  -0.1733
F -3.919007 3.745745 20.804644  -0.1640
F 6.445371 5.481869 22.761178  -0.2088
F 6.955535 -0.159799 17.496224  -0.2052
F -1.877707 2.911547 18.454146  -0.2120
F 6.634990 6.084292 24.923769  -0.2013
F 4.137360 6.315259 24.864582  -0.1614
F 7.173827 -0.724784 15.277372  -0.1949
F -1.861905 3.817477 20.488388  -0.1765
F 7.908692 1.894045 17.001187  -0.1644
F 9.093990 -0.011129 16.576533  -0.1812
F -2.845968 1.702775 20.199388  -0.1805
F -3.181827 4.650824 18.951216  -0.1770
F 6.226459 1.250134 15.761720  -0.1913
F 4.256008 5.715214 22.691917  -0.2102
F 8.145534 1.132621 14.722821  -0.2085
O 4.216020 -2.460119 26.816679  -0.0229
O 4.442334 -4.244256 25.851996  -0.0744
O 3.303831 -2.733400 24.975077  -0.1131
N 8.243124 -7.148279 18.857581  -0.2127
N 3.047684 0.885727 20.951452  0.3585
N -2.031313 1.226562 29.140367  -0.2190
N 3.995189 -3.134067 25.899737  -0.7887
C 9.366926 -6.082537 18.596392  -0.1395
C 6.906268 -6.339248 19.186012  -0.0504
C 0.745413 1.056670 33.551097  -0.0975
C -1.022367 2.155804 28.434916  0.0434
C -1.876933 -0.315087 28.791898  -0.0509
C 10.722974 -6.624580 18.527169  -0.2810
C -3.470594 1.535608 28.631796  -0.0987
C -0.600230 1.389951 32.823900  -0.2352
C 11.672614 -5.527132 18.161483  -0.0874
C -1.930145 1.392678 30.677986  -0.1198
C -3.276802 -0.906342 28.887663  -0.1295
C 8.419111 -7.999243 20.182950  -0.0186
C 6.006485 -7.384282 19.876374  -0.1858
C -4.312560 0.288043 28.982442  -0.1260
C 8.041182 -8.091898 17.673940  0.0247
C 6.876811 -8.337109 20.568179  -0.1521
C -0.699317 0.818765 31.383429  -0.1869
H 2.197577 1.098431 20.449283  0.1622
H 6.321554 -6.056712 18.310580  0.1362
H -2.016896 2.473215 30.791977  0.1304
H 12.672054 -5.859265 17.880581  0.0879
H -2.727581 0.931983 31.261038  0.1338
H 5.507301 -7.908703 19.061577  0.1129
H 9.035692 -8.868472 19.954127  0.1253
H -1.052557 1.849902 27.389154  0.1065
H 0.032310 2.050165 28.689054  0.1088
H 11.038271 -7.131972 19.438894  0.1212
H 8.800400 -7.257735 20.885016  0.1288
H 0.227348 1.124849 30.897942  0.1159
H -3.456673 -1.559459 29.741599  0.1096
H 6.847199 -8.265483 21.655423  0.1206
H 6.680033 -9.371755 20.287328  0.1108
H -3.508262 -1.536660 28.029042  0.1187
H -4.758912 0.431948 29.966394  0.1040
H -0.744945 -0.270218 31.371033  0.1137
H 8.996734 -8.579223 17.480188  0.0956
H 9.160617 -5.589855 17.646235  0.1468
H -3.890987 2.484018 28.966284  0.1350
H 3.735038 0.633218 20.255836  0.1587
H 7.289123 -8.851302 17.887984  0.1011
H -0.791526 2.453139 32.969307  0.1073
H 0.923365 -0.008212 33.401267  0.0702
H 11.251496 -4.913317 17.365237  0.0894
H 10.713923 -7.344573 17.708865  0.1083
H 2.992675 0.090056 21.571099  0.1554
H 9.376337 -5.352293 19.405566  0.1421
H -1.385711 0.913822 33.410783  0.1021
H -1.664086 -0.173481 27.732304  0.1279
H 0.731421 1.267695 34.620384  0.0688
H 7.178902 -5.528232 19.861321  0.1357
H 3.319288 1.624892 21.583869  0.1638
H 11.784973 -4.791513 18.957935  0.0900
H 5.316453 -6.863724 20.540435  0.1373
H -1.334127 3.186773 28.602245  0.1116
H -1.092577 -0.871292 29.305273  0.1321
H 7.680171 -7.552980 16.797960  0.1131
H -3.464670 1.712876 27.556324  0.1341
H -5.121889 0.282729 28.252330  0.1169
H 1.669040 1.552603 33.252680  0.0729

Cartesian forces (eV/Å) of the 2 atoms listed first:
P 1.31 1.28 -2.91
P -0.76 1.16 -1.58

As for the LUMO energy: 0.007 Ha. The value obtained for the total energy is -107203.38989 eV. The calculation puts the HOMO-LUMO gap at 0.1926 Eh. The charge is -1.

=====

Here is one molecule with the formula C3H6N2O in a non-equilibrium geometry from OMol25. Energies are from ωB97M-V with the def2-TZVPD basis set.

Each line ends with the Löwdin charge.
Geometry (Å):
O 2.063087 -0.784485 -0.214890  0.0104
N -1.726223 -0.986076 -0.017873  0.0703
N -0.678107 -0.185240 -0.409782  -0.0949
C -0.591319 1.149727 -0.289581  -0.2360
C 0.690204 1.268034 0.051532  -0.0365
C 0.890758 -0.203714 0.284524  -0.2366
H 1.958704 -0.759642 -1.162333  0.0893
H 0.558904 -0.659885 1.219990  0.1271
H -1.425695 -1.920390 -0.257184  0.0859
H -1.230035 1.958147 -0.545230  0.0819
H 1.351723 1.992814 0.393376  0.0813
H -1.861999 -0.869295 0.947452  0.0577

Cartesian forces (eV/Å) of the 2 atoms listed first:
O -1.57 -0.55 0.74
N 0.40 -0.12 -2.20

Its spin multiplicity is 3. As for the LUMO energy (spin up / spin down): 0.043 / -0.053 Ha. The value obtained for the total energy is -8228.68336 eV. The calculation puts the HOMO-LUMO gap (spin up / spin down) at 0.2101 / 0.2949 Eh. The charge is 0.